Below is a molecular structure, C37H59AsClN7PSSi2Tl at a distorted geometry, with properties calculated with ωB97M-V/def2-TZVPD.

## Properties
**HOMO level**: -5.9 eV
**LUMO**: 0.30 eV
**Net charge**: 0
**Strongest force on any atom**: 1.3 eV/Å
**Kohn-Sham gap**: 6.19 eV

Structure (XYZ):
```
110
Properties=species:S:1:pos:R:3:forces:R:3
N -3.15850 -1.54490 -4.29200 -0.1 -0.3 0.2
H -2.82710 1.82140 1.42510 0.0 0.0 -0.1
H -3.08630 -1.33770 -1.26030 0.0 0.0 0.0
H 2.60570 3.33440 -0.98060 0.0 0.1 0.0
C -5.21310 -1.27790 0.23290 -0.1 -0.1 -0.1
C 6.72060 -0.58240 0.93880 0.1 0.0 0.1
N -4.90360 -0.37920 -0.87900 -0.2 -0.2 -0.2
H 0.14330 -6.89010 1.37820 0.3 -0.1 0.0
C -5.36260 0.96340 -0.53610 -0.1 0.1 -0.1
Si -1.14040 -4.71000 1.31920 -0.8 -0.8 0.6
H 0.08560 -4.45920 3.49630 0.2 0.0 0.1
H 4.49000 -3.14830 0.09390 0.2 0.0 0.2
C 2.54560 -5.32480 1.50540 -0.3 0.3 -0.3
H 2.84970 4.33720 4.13200 0.0 0.1 0.1
H -2.77620 -1.77800 1.03920 0.0 0.1 0.1
H 3.53910 -3.89690 -1.17540 0.0 -0.2 -0.2
H -2.26390 -4.24340 -4.26540 0.0 0.0 0.0
H 1.93210 5.20700 0.33110 0.1 0.0 0.0
H -4.59890 0.86450 2.68940 -0.1 0.0 0.0
H 2.22300 4.22100 -3.26220 0.0 0.1 0.0
H 3.30160 -2.75460 2.95990 0.2 -0.2 0.0
H -6.29860 -1.32160 0.36910 0.1 0.0 0.0
H 1.09500 6.65090 0.90700 0.0 0.1 0.0
C -0.27590 5.69430 -1.27560 0.0 -0.1 0.0
H 2.16240 0.25430 -4.81830 -0.1 -0.1 0.0
H -6.44950 0.95200 -0.40690 0.1 0.0 -0.1
C 2.16530 2.29550 -4.17250 0.0 0.0 -0.1
Si 2.11060 -3.57610 0.86540 1.3 -0.2 0.4
H -3.05250 2.13840 -0.31200 0.0 0.0 0.1
C -5.06670 0.51250 1.76620 -0.1 0.1 0.1
C -0.27580 3.68860 0.09410 0.0 -0.5 0.0
C 2.83010 3.63500 3.31420 0.0 -0.2 0.0
H -5.10130 1.64170 -1.35420 -0.1 0.0 0.0
H -6.15100 0.48860 1.89930 0.0 0.0 0.0
H 1.97800 2.69230 -5.15980 0.0 0.0 -0.1
H -1.15410 -6.97290 0.20650 0.0 0.0 -0.2
C 1.05260 5.56480 0.86090 0.0 -0.1 0.0
H 1.08650 5.17070 1.87400 0.0 0.0 0.0
C -2.03510 -3.91020 -3.24950 -0.1 -0.1 -0.1
N -0.32970 2.54410 0.06840 -0.1 0.1 0.0
H 3.34970 -2.18670 -0.82570 0.0 0.1 -0.1
H -2.68810 -0.43720 2.21080 0.1 0.0 -0.1
C -0.23440 5.13390 0.14950 0.0 0.9 0.1
C 3.78220 2.75780 1.29850 -0.2 -0.1 0.1
N -2.78310 0.12890 0.19130 0.1 0.0 0.1
C 6.85110 0.49280 -1.19610 0.2 0.0 0.0
H -3.20150 0.34840 -1.84090 0.1 -0.1 0.0
H -0.50550 -2.54820 -2.77090 -0.2 0.0 -0.1
As 0.07420 -3.45680 -0.19770 -0.1 0.2 0.1
C -0.88900 -6.61380 1.19720 0.2 0.7 -0.1
C -1.45790 5.61600 0.93960 0.0 -0.1 0.0
C -1.93210 -1.48950 -3.72200 0.1 -0.2 -0.2
H -1.20780 -3.27740 3.39810 0.0 0.2 0.0
N -4.74720 1.45020 0.69280 -0.1 0.3 0.1
C 1.83600 1.74060 2.24120 0.3 0.2 -0.2
C -3.45620 -0.33380 -1.02690 0.1 0.0 -0.2
H -3.59340 -0.66320 -4.50150 0.1 0.0 0.0
H 4.77590 -0.67580 1.82080 0.0 -0.1 0.1
H -1.47810 5.17530 1.93400 0.0 0.0 0.1
H 8.52480 -0.38720 -0.19710 0.1 0.0 0.0
H 7.20120 -1.08850 1.76250 0.0 -0.1 0.1
H -3.55180 -5.46670 1.14590 0.0 -0.3 0.1
H 5.01780 1.23380 -1.99360 0.0 0.0 -0.1
C 5.35970 -0.35010 0.97220 -0.1 0.0 0.0
H -3.48680 -3.76790 1.54910 -0.1 0.2 0.1
H 2.35750 -6.06570 0.73290 -0.1 -0.1 -0.1
C 2.80490 1.76160 1.23900 -0.1 -0.1 0.0
Tl -0.09100 -0.21760 -0.60200 -0.3 -0.7 -0.4
H 1.94100 -5.58700 2.36850 -0.1 -0.1 0.2
C 5.48690 0.71920 -1.16870 -0.1 0.0 0.0
H -0.26890 6.78200 -1.23900 0.0 0.1 0.0
H -3.76890 -2.31980 -4.09320 0.0 -0.1 -0.1
C 7.46770 -0.17510 -0.15330 0.1 0.0 -0.1
C 2.43770 -2.43780 2.38120 -0.3 -0.2 -0.4
H -1.50020 -7.15110 1.91780 -0.2 0.0 0.2
H 2.53910 -0.64060 -2.55070 -0.1 -0.1 0.0
C 2.51460 2.66060 -1.82060 0.0 -0.2 0.1
H -1.35040 -4.61180 -2.77400 -0.1 0.0 0.0
C 3.51130 -3.16370 -0.37570 -0.6 -0.1 0.2
H 4.55430 4.45160 2.35180 0.1 0.1 0.0
C -3.15160 -0.78030 1.28120 0.1 -0.2 0.1
C -3.30240 1.46000 0.50820 0.1 0.2 0.0
H 0.58240 5.35680 -1.85000 0.1 0.0 -0.1
C 1.84680 2.66280 3.27240 -0.1 0.1 0.2
H 7.43390 0.83290 -2.03990 0.0 0.0 -0.1
P 2.88690 0.42090 -0.01710 0.7 0.6 -0.2
C 2.46370 0.42850 -2.71000 0.2 0.1 0.2
H 1.58540 -2.42930 3.05440 -0.2 0.0 0.1
H -1.41940 6.69870 1.04240 0.0 0.1 0.0
C -3.02150 -4.54160 0.94880 0.6 0.2 -0.1
H -3.17130 -4.29720 -0.10030 -0.1 0.1 -0.2
H 1.09530 2.60940 4.04490 -0.1 0.0 0.1
H 4.54900 2.77610 0.53770 0.1 0.0 0.0
Cl 0.59950 0.53420 2.24730 -0.2 -0.1 0.6
N -4.59340 -0.83320 1.47320 -0.1 -0.2 0.3
C 2.60150 1.28870 -1.61670 -0.1 -0.2 0.1
C -0.94540 -4.31160 3.18720 0.1 0.1 -0.7
H -2.37920 5.34850 0.42690 -0.1 0.0 0.0
H -4.83830 -2.27470 -0.01200 -0.1 0.0 0.0
H -1.17740 5.37170 -1.79040 -0.1 0.0 -0.1
C 2.29070 3.15430 -3.09560 0.0 0.2 0.0
C 2.25970 0.92660 -3.98010 0.0 0.0 -0.2
C 4.72540 0.29090 -0.08760 -0.2 -0.2 -0.1
H -1.56790 -4.94480 3.81430 -0.2 -0.2 0.0
C 3.79300 3.68840 2.31930 0.1 0.1 0.0
H -2.96010 -3.89780 -2.66350 0.0 0.0 0.0
S -1.10390 -0.03900 -3.66940 0.3 0.6 -0.1
H 2.60850 -1.41230 2.06110 0.0 0.1 0.0
N -1.39020 -2.62030 -3.26610 0.0 0.1 0.1
H 3.58860 -5.41170 1.79760 0.2 0.2 0.0
```
Positions in Å, forces in eV/Å.

---

Below is 2 unconnected molecules or ions with the total composition C3H10NS2 at a distorted geometry, with properties calculated with ωB97M-V/def2-TZVPD.

## Properties
**HOMO level (spin up / spin down)**: -12.7 / -11.8 eV
**Relative energy (zero: lowest compared OMol25 entry of this formula, charge and spin)**: 457.2 kJ/mol
**LUMO (spin up / spin down)**: -4.32 / -4.01 eV
**Net charge**: +1
**Strongest force on any atom**: 3.8 eV/Å
**Kohn-Sham gap (spin up / spin down)**: 8.37 / 7.80 eV

Structure (XYZ):
```
16
Properties=species:S:1:pos:R:3:forces:R:3
H -2.36560 0.39638 0.49662 -2.5 1.4 -0.3
H -1.26514 0.07961 -1.73066 -1.0 -0.2 -0.3
C -1.60079 -0.27408 0.61518 0.9 0.0 0.7
H 1.17481 -0.42936 2.37928 -0.6 0.5 -2.0
S 0.79925 -1.92683 -0.00169 -0.5 0.8 -0.2
S 2.33932 0.89853 0.13248 -0.7 0.7 -0.6
H 0.21947 0.67497 -1.89615 0.5 0.3 0.0
H 2.02825 -2.10865 -0.35877 1.3 -0.4 -0.4
H -0.96116 1.76338 -1.37824 -0.1 -1.1 -0.7
C -0.40542 0.48668 0.24856 3.0 -1.1 -2.1
H 3.31126 0.04158 -0.06548 0.5 -0.7 -0.1
H -1.49922 -0.41294 1.64195 -0.1 -0.6 2.0
H -0.28320 1.43446 0.73455 -0.6 0.7 0.0
C 0.99139 -0.18853 0.38359 -1.5 -1.1 2.7
N -0.64217 0.77165 -1.37236 1.1 1.6 2.1
H -1.84106 -1.20684 0.17112 0.3 -0.8 -0.8
```
Positions in Å, forces in eV/Å.

---

Below is a molecular structure, C11H16Cl3NO2Ti at a distorted geometry, with properties calculated with ωB97M-V/def2-TZVPD.

## Properties
**HOMO level (spin up / spin down)**: 0.0 / 0.9 eV
**Relative energy (zero: lowest compared OMol25 entry of this formula, charge and spin)**: 7.4 kJ/mol
**LUMO (spin up / spin down)**: 5.07 / 4.50 eV
**Net charge**: -2
**Strongest force on any atom**: 2.2 eV/Å
**Kohn-Sham gap (spin up / spin down)**: 5.06 / 3.56 eV

Structure (XYZ):
```
34
Properties=species:S:1:pos:R:3:forces:R:3
Ti -0.37865 1.86373 1.99839 -0.8 -1.5 -1.5
C 0.80034 1.17012 -2.70198 -0.1 0.3 -0.2
H 1.40486 0.75479 -3.52529 0.0 0.2 -0.1
H -0.14607 1.54250 -3.11774 0.3 0.0 0.0
H -2.43095 -2.16908 -0.11500 0.3 -0.4 0.3
H 1.32803 2.01908 -2.25479 0.0 0.1 -0.2
H 2.11876 -1.34679 1.77878 0.0 -0.3 0.1
C 1.48445 -2.02718 1.20154 0.0 -0.1 0.1
H 3.37632 -0.26481 0.24419 0.2 0.0 0.2
Cl 1.20100 3.17010 0.77738 0.7 0.4 0.5
O -1.26244 0.21589 2.06652 0.1 0.6 0.5
H -1.90280 -0.20262 2.66884 0.6 0.6 -0.4
H 2.85257 1.26286 -0.47032 0.4 0.2 0.0
C -0.63915 -0.60967 -1.51144 0.2 -0.5 0.8
Cl 1.45396 1.19302 3.24258 0.1 -0.1 0.5
O -3.30794 3.76123 4.58557 0.1 -0.2 0.1
C -0.45313 -1.49211 -0.43369 0.6 0.6 -0.8
C 0.86543 -1.29097 0.08128 -0.4 0.7 -1.1
H -1.61530 -1.01578 -3.34028 -0.3 -0.1 -0.3
H -2.01967 0.54892 -2.61553 -0.3 0.2 -0.1
C 2.86999 0.18181 -0.60472 0.3 0.4 0.0
C 0.54139 0.15227 -1.66892 0.8 -0.8 0.9
C -1.82327 -0.49727 -2.40236 0.5 0.0 0.2
H 0.69340 -2.43277 1.84581 0.4 0.0 0.1
C -1.39452 -2.53666 0.01823 -0.3 0.0 0.0
C 1.49161 -0.29840 -0.71273 -1.7 -0.4 -0.1
C -2.44620 3.26002 3.93021 0.9 -0.1 -1.0
N -1.57732 2.81427 3.23495 -1.0 0.7 1.2
H 2.08403 -2.85713 0.80094 0.1 -0.1 0.3
Cl -1.44907 2.38219 -0.04575 -0.9 -0.3 0.2
H 3.42215 -0.06842 -1.51465 0.3 0.1 -0.1
H -1.26712 -3.45791 -0.58011 -0.2 0.0 0.2
H -1.18958 -2.77974 1.07332 -0.4 0.0 -0.2
H -2.68511 -0.94551 -1.93323 -0.5 -0.1 0.0
```
Positions in Å, forces in eV/Å.

---

Below is a molecular structure, C30H18BrF3N3O7Os at a distorted geometry, with properties calculated with ωB97M-V/def2-TZVPD.

## Properties
**HOMO level (spin up / spin down)**: -10.4 / -10.4 eV
**Relative energy (zero: lowest compared OMol25 entry of this formula, charge and spin)**: 149.0 kJ/mol
**⟨S²⟩**: 6.060
**LUMO (spin up / spin down)**: -3.84 / -6.16 eV
**Spin multiplicity**: 5
**Net charge**: +1
**Strongest force on any atom**: 2.8 eV/Å
**Kohn-Sham gap (spin up / spin down)**: 6.56 / 4.24 eV

Structure (XYZ):
```
63
Properties=species:S:1:pos:R:3:forces:R:3
F 0.04600 -9.76780 -0.85580 0.1 0.1 0.0
C 1.78490 -0.01790 2.36000 2.4 0.6 0.5
H -2.17850 -4.77270 -1.45070 -0.1 0.0 -0.1
H -3.97380 -0.55550 0.90150 0.1 0.0 0.0
H 1.34500 10.01510 0.12660 0.0 0.0 0.0
C 0.21980 -7.14650 0.43280 -0.1 0.0 -0.1
C -0.84250 -7.65510 -0.31080 0.0 0.2 0.0
C 2.75600 0.09960 1.16330 0.1 0.0 0.7
H -2.88400 -1.60840 -0.03940 -0.1 0.1 0.0
C -1.03410 -9.14650 -0.35800 0.0 -0.5 0.0
H 6.58320 -0.01430 0.86050 -0.1 0.0 -0.1
C -1.66730 2.58730 0.03660 -1.1 0.3 0.0
H 0.91800 4.11200 -0.46180 -0.2 0.1 -0.1
H 4.67170 -0.08260 -2.12940 0.0 0.0 -0.2
O 6.17620 -0.00870 -0.01870 0.1 -0.1 -0.1
C -2.71290 1.64220 -0.00200 0.1 1.2 0.1
H 0.89360 -7.81930 0.94140 0.0 -0.1 0.0
H -0.95050 9.06700 0.26720 -0.1 0.1 0.0
N 0.39650 4.92370 -0.16900 0.2 -0.3 0.0
C -0.43580 -2.30500 -0.00800 0.4 1.8 0.1
C 4.12760 -0.00640 1.22990 -0.4 0.1 -0.1
C -0.49310 -4.92310 -0.13710 0.0 -0.6 -0.1
C -1.70940 -6.81310 -0.99850 0.1 -0.2 0.1
O 2.18100 0.12660 3.48640 -0.4 -0.2 -0.5
C 0.90080 6.20720 -0.13990 -0.6 0.9 0.3
C -0.08350 8.43760 0.14360 0.0 -0.4 0.0
C -1.94910 3.95960 0.01590 -0.3 -1.0 -0.1
O 2.22380 0.13000 -3.49070 -0.5 -0.2 0.5
C -0.96510 5.02840 -0.00990 0.0 1.3 0.1
O -0.37390 2.09760 0.10260 0.6 -0.4 -0.1
C 2.77380 0.09750 -1.16160 0.2 0.1 -0.7
H 3.28970 8.55350 -0.11910 0.1 0.0 0.0
C -0.38530 -3.52990 -0.03100 -0.1 -0.3 -0.1
C -4.30230 3.44460 0.05670 0.2 0.1 0.0
C -3.28660 4.37280 0.03600 -0.1 -0.2 0.0
H -2.51540 -7.22430 -1.58550 0.0 0.0 0.0
H 4.60040 -0.11300 2.19560 0.0 0.0 0.1
H 0.11530 2.57570 0.78770 -0.1 0.0 0.1
Br -6.10040 4.03060 0.15590 0.2 -0.1 -0.1
C 2.30480 8.11060 -0.08940 0.1 -0.5 -0.1
C -3.38470 -0.64170 -0.01390 -0.2 -0.4 0.0
C 1.19220 8.94720 0.06460 -0.1 0.0 0.0
C 2.18050 6.73040 -0.19640 0.3 0.4 0.0
H 1.21480 -5.36630 1.08750 0.1 0.0 0.1
C 4.85370 0.00610 0.02580 -0.5 0.1 0.1
N -1.34200 6.28200 0.13500 -0.8 -1.0 0.0
C 1.81520 -0.02470 -2.37170 2.6 0.7 -0.4
C -1.53060 -5.45070 -0.91980 0.1 0.2 0.1
Os 0.17170 -0.45370 -0.01790 -0.1 -0.5 0.1
F -1.23710 -9.65210 0.86900 0.0 0.2 0.1
F -2.07770 -9.50700 -1.10920 -0.1 0.1 -0.1
O 0.57250 -0.27370 1.98990 -2.0 -0.5 -1.7
O 0.60740 -0.31240 -2.00940 -2.2 -0.5 1.7
N 2.11580 0.22840 -0.00280 0.3 -0.3 0.1
C -0.23140 7.04630 0.05440 1.4 -0.1 -0.2
C 4.14460 0.00050 -1.19360 -0.1 0.2 0.1
H 3.05270 6.10450 -0.30900 0.1 -0.1 0.0
H -4.85850 1.39300 0.02580 0.0 -0.1 0.0
C -4.03130 2.08120 0.01910 0.1 -0.2 0.0
O -2.34420 0.33210 -0.03330 0.6 -0.3 0.0
H -3.48530 5.43080 0.04750 0.0 0.1 0.0
H -4.02840 -0.53390 -0.88960 0.1 0.0 0.0
C 0.39790 -5.78300 0.52000 0.0 0.1 0.0
```
Positions in Å, forces in eV/Å.